[1]
The following is a quantum chemistry calculation of 2 unconnected molecules or ions with the total composition C4H5N3 in a non-equilibrium geometry, from the Open Molecules 2025 dataset.

The geometry in XYZ format:
```
12
Properties=species:S:1:pos:R:3:lowdin_charge:R:1
N 1.399 -1.518 -0.971 0.00
C 0.610 -0.623 -0.368 -0.20
C -0.766 -0.762 -0.613 -0.22
N -1.546 0.149 -0.005 -0.01
C -2.106 1.028 0.507 0.14
N 0.090 2.364 1.712 0.04
C 0.996 1.782 1.293 -0.11
H 1.085 -2.264 -1.587 0.09
H 2.395 -1.471 -0.820 0.07
H -1.305 -1.494 -1.221 0.09
H -2.606 1.650 1.222 0.08
H 1.752 1.160 0.850 0.02
```

- relative energy (zero: lowest compared OMol25 entry of this formula, charge and spin) (kcal per mole) = 124.2
- total charge = 0
- E (Eh) = -319.5144
- E_HOMO (eV) = -7.86
- M (g/mol) = 95.105
- HOMO-LUMO gap (eV) = 8.83

[2]
The following is a quantum chemistry calculation of 3 unconnected molecules or ions with the total composition C23H27F2N4O3P in a non-equilibrium geometry, from the Open Molecules 2025 dataset.

The geometry in XYZ format:
```
60
Properties=species:S:1:pos:R:3:lowdin_charge:R:1
C 0.173 -3.757 -0.774 0.03
C -0.532 -2.973 0.064 -0.10
C -1.038 -1.552 -0.336 -0.35
C -2.541 -1.749 -0.631 -0.19
N -3.625 -1.840 -0.911 0.21
C -0.370 -1.001 -1.627 -0.09
C -1.060 -1.394 -2.969 -0.34
O -0.008 -1.426 -3.967 -0.07
C -2.047 -0.267 -3.458 -0.19
N -1.186 0.836 -3.979 0.00
C -0.974 -0.590 0.892 -0.49
C -1.718 0.709 0.566 -0.24
N -2.182 1.709 0.374 0.22
O -1.770 -1.247 1.933 -0.16
N -2.816 -0.437 2.409 -0.01
O -3.748 -1.112 2.594 0.11
P 0.746 -0.294 1.652 1.00
C 2.116 -0.907 0.554 -0.28
C 0.945 1.572 1.603 -0.27
H 1.054 -4.282 -0.370 0.08
H -0.171 -3.903 -1.811 0.08
H -0.763 -3.360 1.071 0.13
H -0.311 0.106 -1.535 0.12
H 0.683 -1.329 -1.710 0.11
H -1.514 -2.402 -2.986 0.14
H 0.411 -2.289 -3.822 0.09
H -2.586 0.168 -2.588 0.10
H -2.731 -0.639 -4.235 0.12
H -0.802 1.341 -3.182 0.03
H -1.819 1.501 -4.425 0.08
H 2.041 -1.966 0.269 0.02
H 3.100 -0.739 1.036 0.05
H 2.116 -0.299 -0.378 0.03
H 2.014 1.831 1.737 0.05
H 0.682 1.965 0.595 0.03
H 0.284 2.070 2.328 0.04
F 2.795 2.011 -1.791 0.04
C 2.836 2.318 -3.106 -0.28
C 1.669 2.676 -3.750 -0.02
C 1.708 2.996 -5.099 -0.07
C 2.913 2.943 -5.788 -0.09
C 4.079 2.576 -5.128 -0.08
C 4.043 2.266 -3.775 -0.02
H 0.740 2.704 -3.197 0.10
H 0.800 3.285 -5.612 0.11
H 2.942 3.189 -6.843 0.10
H 5.017 2.531 -5.666 0.10
H 4.942 1.986 -3.241 0.12
F 1.243 0.317 5.660 0.05
C 0.016 0.011 6.122 -0.28
C -0.967 -0.368 5.227 -0.02
C -2.231 -0.688 5.707 -0.08
C -2.496 -0.614 7.069 -0.09
C -1.498 -0.226 7.954 -0.09
C -0.232 0.084 7.479 -0.02
H -0.734 -0.410 4.167 0.06
H -3.009 -0.994 5.022 0.08
H -3.483 -0.860 7.441 0.10
H -1.707 -0.165 9.014 0.10
H 0.562 0.380 8.154 0.12
```

- SMILES = C=C[C@](C#N)(C[C@H](O)CN)[C@@](C#N)(ON=O)P(C)C.Fc1ccccc1.Fc1ccccc1
- total charge = 0
- E (Eh) = -1878.1940
- E_HOMO (eV) = -8.99
- M (g/mol) = 476.464
- HOMO-LUMO gap (eV) = 8.57

[3]
The following is a quantum chemistry calculation of 3 unconnected molecules or ions with the total composition C4H14NO3 in a non-equilibrium geometry, from the Open Molecules 2025 dataset.

The geometry in XYZ format:
```
22
Properties=species:S:1:pos:R:3:lowdin_charge:R:1
C 0.974 -0.538 1.814 -0.09
N 1.772 -0.088 0.645 -0.27
C 2.985 0.559 1.046 -0.16
C 0.978 0.705 -0.295 -0.20
C 0.842 0.047 -1.693 -0.26
O -0.472 -0.366 -2.046 -0.15
H 0.370 -1.378 1.490 0.07
H 0.252 0.239 2.086 0.08
H 1.676 -0.800 2.603 0.07
H 3.559 0.777 0.143 0.07
H 3.621 -0.045 1.695 0.07
H 2.856 1.567 1.471 0.08
H -0.043 0.881 0.053 0.09
H 1.531 1.628 -0.424 0.09
H 1.345 -0.921 -1.572 0.10
H 1.337 0.656 -2.448 0.09
H -4.260 0.702 0.782 -0.02
H -3.274 -0.157 0.056 -0.05
O -4.316 0.081 0.041 -0.23
H -1.060 -0.380 -1.214 0.00
H -1.641 -1.272 0.264 -0.02
O -1.833 -0.324 0.130 -0.36
```

- relative energy (zero: lowest compared OMol25 entry of this formula, charge and spin) (kcal per mole) = 33.0
- total charge = -1
- E (Eh) = -441.2662
- E_HOMO (eV) = -4.56
- M (g/mol) = 124.160
- HOMO-LUMO gap (eV) = 8.10

[4]
The following is a quantum chemistry calculation of a single C4H5NO molecule, from the Open Molecules 2025 dataset.

The geometry in XYZ format:
```
11
Properties=species:S:1:pos:R:3:lowdin_charge:R:1
N 1.842 -0.223 -0.323 0.08
C 0.486 0.041 -0.077 -0.34
C -0.096 1.192 0.357 -0.08
O -1.456 1.052 0.392 -0.02
C -1.731 -0.201 -0.018 -0.14
C -0.594 -0.873 -0.323 -0.02
H 2.465 0.399 0.176 0.08
H 2.094 -1.180 -0.113 0.08
H 0.284 2.155 0.661 0.12
H -2.776 -0.473 -0.043 0.12
H -0.519 -1.889 -0.687 0.11
```

- relative energy (zero: lowest compared OMol25 entry of this formula, charge and spin) (kcal per mole) = 17.5
- SMILES = Nc1ccoc1
- total charge = 0
- E (Eh) = -285.3867
- E_HOMO (eV) = -8.09
- M (g/mol) = 83.090
- HOMO-LUMO gap (eV) = 9.17

[5]
The following is a quantum chemistry calculation of a molecular structure, C20H47InN3O2P2, from the Open Molecules 2025 dataset.

The geometry in XYZ format:
```
75
Properties=species:S:1:pos:R:3:lowdin_charge:R:1
C -4.006 -1.432 -3.113 -0.47
P -2.933 0.072 -2.878 0.56
C -2.931 0.678 -4.651 -0.44
In -0.673 -1.084 -2.655 0.06
P 0.148 -0.382 -0.315 0.41
N 0.402 -1.563 0.741 -0.44
H -3.673 -2.100 -3.910 0.01
H -3.995 -2.001 -2.180 0.00
H -5.039 -1.136 -3.313 0.01
H -2.850 1.766 -4.669 0.00
H -3.878 0.409 -5.125 0.01
H -2.121 0.271 -5.259 -0.01
H -0.888 -2.814 -2.584 -0.14
H 0.470 -0.561 -3.895 -0.16
H 1.268 0.490 -0.445 -0.11
H -0.766 0.618 0.129 -0.09
H -0.004 -1.385 1.654 -0.12
C 3.087 3.204 -5.101 -0.03
C 3.302 3.436 -3.602 -0.48
C 4.673 4.065 -3.303 -0.14
C 5.838 3.094 -3.477 -0.18
C 5.635 1.819 -2.661 -0.13
C 4.303 1.120 -2.969 -0.48
N 3.232 2.163 -2.809 -0.11
O 2.820 2.315 -1.614 -0.04
C 4.303 0.485 -4.361 -0.03
C 4.011 0.000 -1.976 -0.04
C 2.183 4.347 -3.105 -0.04
H 2.334 2.435 -5.268 0.09
H 2.726 4.134 -5.542 0.08
H 3.994 2.926 -5.631 0.06
H 4.655 4.416 -2.267 0.12
H 4.800 4.944 -3.943 0.12
H 5.978 2.849 -4.534 0.10
H 6.760 3.584 -3.156 0.11
H 6.448 1.111 -2.845 0.12
H 5.648 2.062 -1.594 0.12
H 3.298 0.152 -4.623 0.08
H 4.950 -0.393 -4.323 0.09
H 4.678 1.133 -5.146 0.05
H 3.990 0.342 -0.946 0.08
H 4.778 -0.770 -2.084 0.09
H 3.042 -0.440 -2.218 0.08
H 1.214 3.867 -3.244 0.10
H 2.207 5.271 -3.686 0.08
H 2.297 4.578 -2.050 0.08
C -2.836 -3.868 5.902 -0.03
C -2.134 -2.513 5.761 -0.49
C -2.846 -1.416 6.569 -0.14
C -4.176 -0.984 5.959 -0.18
C -4.010 -0.561 4.502 -0.13
C -3.346 -1.639 3.630 -0.48
N -2.080 -2.042 4.335 -0.11
O -1.068 -1.320 4.060 -0.02
C -4.283 -2.824 3.390 -0.03
C -2.968 -1.072 2.268 -0.04
C -0.696 -2.675 6.245 -0.05
H -2.588 -4.521 5.066 0.09
H -2.483 -4.342 6.819 0.08
H -3.917 -3.789 5.973 0.06
H -2.176 -0.552 6.616 0.12
H -2.987 -1.776 7.593 0.12
H -4.916 -1.786 6.042 0.10
H -4.574 -0.144 6.533 0.11
H -4.978 -0.309 4.060 0.12
H -3.387 0.337 4.453 0.13
H -3.743 -3.646 2.919 0.10
H -5.062 -2.495 2.700 0.09
H -4.774 -3.193 4.284 0.05
H -2.333 -0.194 2.356 0.08
H -3.886 -0.791 1.746 0.09
H -2.436 -1.807 1.663 0.09
H -0.164 -3.399 5.626 0.10
H -0.717 -3.039 7.275 0.08
H -0.154 -1.735 6.203 0.08
```

- ⟨S²⟩ = 2.01
- total charge = -1
- E (Eh) = -1977.6743
- E_HOMO (spin up / spin down) (eV) = -3.56 / -3.56
- M (g/mol) = 538.381
- HOMO-LUMO gap (spin up / spin down) (eV) = 6.06 / 6.06
- 2S+1 = 3

[6]
The following is a quantum chemistry calculation of a gas-phase ion, C4H10N2O (charge +1) in a non-equilibrium geometry, from the Open Molecules 2025 dataset.

The geometry in XYZ format:
```
17
Properties=species:S:1:pos:R:3:lowdin_charge:R:1
C 1.252 0.939 -1.666 0.06
C 1.086 0.795 -0.176 -0.42
N -0.134 0.823 0.398 0.18
C -1.349 0.270 -0.176 -0.14
C -1.571 -1.267 -0.027 -0.17
N -1.046 -1.812 1.350 0.00
O 2.096 0.747 0.500 0.33
H 1.356 2.006 -1.992 0.13
H 2.246 0.463 -1.984 0.14
H 0.347 0.517 -2.158 0.10
H -0.161 0.567 1.393 0.17
H -2.222 0.628 0.270 0.13
H -1.265 0.415 -1.177 0.07
H -2.586 -1.471 -0.441 0.13
H -0.981 -1.755 -0.819 0.10
H -0.149 -2.244 1.137 0.06
H -1.611 -2.597 1.807 0.11
```

- relative energy (zero: lowest compared OMol25 entry of this formula, charge and spin) (kcal per mole) = 46.4
- ⟨S²⟩ = 0.76
- total charge = +1
- E (Eh) = -342.7947
- E_HOMO (spin up / spin down) (eV) = -14.15 / -14.03
- M (g/mol) = 102.137
- HOMO-LUMO gap (spin up / spin down) (eV) = 10.17 / 5.01
- 2S+1 = 2

[7]
The following is a quantum chemistry calculation of a molecular structure, C17H29BrFeSi2 in a non-equilibrium geometry, from the Open Molecules 2025 dataset.

The geometry in XYZ format:
```
50
Properties=species:S:1:pos:R:3:lowdin_charge:R:1
C 2.448 -1.203 0.457 -0.22
C 1.392 -1.871 1.168 -0.21
C 0.528 -2.473 0.183 -0.22
H 1.323 -2.025 2.244 0.09
C 1.006 -2.107 -1.130 -0.21
C 2.209 -1.336 -0.956 -0.20
H 2.843 -0.998 -1.763 0.11
H 3.312 -0.736 0.907 0.11
H -0.275 -3.186 0.383 0.08
H 0.594 -2.434 -2.080 0.09
Fe 0.682 -0.338 -0.036 0.17
Br 1.296 1.863 -0.280 0.35
C 3.544 3.431 -1.557 -0.34
C 4.324 2.589 -2.403 -0.24
C 5.327 1.962 -1.600 -0.24
H 4.196 2.474 -3.478 0.04
C 5.169 2.422 -0.253 -0.24
C 4.073 3.331 -0.224 -0.31
H 3.702 3.862 0.650 0.04
H 2.708 4.054 -1.870 0.04
H 6.101 1.282 -1.958 0.03
H 5.798 2.154 0.595 0.04
C -3.969 0.202 -1.174 -0.21
Si -2.255 -0.576 -1.198 0.40
C -2.511 -2.457 -1.034 -0.19
C -1.431 -0.251 -2.874 -0.19
C -1.214 0.112 0.207 -0.53
Si -1.740 -0.050 1.999 0.37
C -1.868 -1.823 2.584 -0.19
C -0.493 0.847 3.094 -0.20
C -3.428 0.744 2.281 -0.21
H -4.475 -0.004 -2.133 0.01
H -3.905 1.293 -1.038 0.03
H -4.566 -0.207 -0.344 0.01
H -3.220 -2.797 -1.800 0.02
H -1.589 -3.039 -1.166 0.00
H -2.921 -2.718 -0.049 0.01
H -1.239 0.821 -3.019 0.03
H -0.467 -0.765 -3.008 0.01
H -2.090 -0.584 -3.692 0.01
H -1.156 1.242 0.126 -0.04
H -0.896 -2.330 2.638 0.01
H -2.299 -1.810 3.596 0.02
H -2.522 -2.439 1.955 0.01
H -0.255 1.845 2.698 0.02
H -0.935 0.967 4.097 0.01
H 0.462 0.311 3.198 0.02
H -3.513 1.715 1.769 0.03
H -4.258 0.116 1.924 0.01
H -3.546 0.922 3.365 0.01
```

- relative energy (zero: lowest compared OMol25 entry of this formula, charge and spin) (kcal per mole) = 0.0
- ⟨S²⟩ = 6.03
- total charge = -2
- E (Eh) = -5081.8492
- E_HOMO (spin up / spin down) (eV) = 0.63 / 0.39
- M (g/mol) = 425.340
- HOMO-LUMO gap (spin up / spin down) (eV) = 4.29 / 4.51
- 2S+1 = 5

[8]
The following is a quantum chemistry calculation of a molecular structure, C5H10O3Ru in a non-equilibrium geometry, from the Open Molecules 2025 dataset.

The geometry in XYZ format:
```
19
Properties=species:S:1:pos:R:3:lowdin_charge:R:1
O 1.777 1.409 -0.920 -0.18
C 2.298 0.661 0.016 -0.15
C 1.718 -0.674 0.032 0.03
O 0.465 -0.655 -0.445 -0.23
C -0.516 -1.684 -0.262 -0.07
C -1.733 -1.023 0.345 -0.13
O -1.940 0.214 -0.336 -0.38
C -3.239 0.771 -0.139 -0.01
Ru -0.263 1.340 -0.722 1.57
H 3.400 0.663 0.035 0.17
H 1.973 -1.460 0.744 0.18
H -0.137 -2.482 0.386 0.17
H -0.729 -2.060 -1.269 0.17
H -1.596 -0.829 1.419 0.16
H -2.605 -1.678 0.213 0.17
H -3.235 1.773 -0.580 0.11
H -3.985 0.147 -0.648 0.13
H -3.465 0.827 0.935 0.13
H 0.830 1.565 0.986 0.15
```

- relative energy (zero: lowest compared OMol25 entry of this formula, charge and spin) (kcal per mole) = 38.5
- ⟨S²⟩ = 12.02
- total charge = +2
- E (Eh) = -516.1364
- E_HOMO (spin up / spin down) (eV) = -17.68 / -19.48
- M (g/mol) = 219.202
- HOMO-LUMO gap (spin up / spin down) (eV) = 8.83 / 8.06
- 2S+1 = 7